C42H43BClN6O5SV | wB97M-V/def2-TZVPD

HOMO-LUMO gap (alpha / beta)   7.29 / 7.78 eV
E   -113151.3659 eV
Total charge   +1
⟨S²⟩   0.76
Spin multiplicity   2
Molecular weight   841.119 g/mol
Highest occupied orbital energy (alpha / beta)   -0.407 / -0.407 hartree

```
100
Properties=species:S:1:pos:R:3:forces:R:3
V 0.7401 0.5733 -0.2051 1.477 0.653 3.107
C 0.5131 3.0718 2.7037 0.019 -0.085 -0.154
C 1.8104 2.5899 2.1480 0.243 0.053 0.126
C 3.0656 3.1222 2.4477 -0.079 -0.064 -0.042
C 3.9841 2.3222 1.7916 -0.170 0.189 -0.002
C 5.4644 2.4723 1.7125 -0.066 -0.170 0.012
N 3.2936 1.3692 1.1517 0.279 0.066 0.168
N 1.9573 1.5303 1.3425 0.010 -0.034 0.258
B 3.7753 0.0666 0.4993 -0.450 0.141 -0.013
N 2.8446 -1.0327 1.0396 0.458 -0.241 0.176
N 1.5459 -1.1110 0.6532 0.066 -0.547 0.458
C 1.0558 -2.2477 1.1669 0.165 -0.208 0.211
C -0.3138 -2.7808 0.9416 0.090 0.090 -0.137
C 2.0454 -2.8785 1.9198 -0.022 0.106 -0.037
C 3.1643 -2.0699 1.8263 -0.254 -0.096 0.022
C 4.4766 -2.2206 2.5134 0.043 0.050 -0.156
N 3.5092 0.1946 -1.0100 0.473 -0.211 -0.105
N 2.2618 0.5000 -1.4286 0.320 0.186 -0.532
C 2.3024 0.6941 -2.7549 0.239 0.028 -0.132
C 1.0987 0.9954 -3.5791 0.004 -0.084 0.091
C 3.6122 0.5149 -3.1857 -0.067 -0.004 0.073
C 4.3510 0.1977 -2.0505 -0.251 0.053 -0.133
C 5.8061 -0.0873 -1.9302 0.037 0.001 0.115
H 0.7083 3.7143 3.5592 -0.001 0.029 -0.011
H -0.0879 2.2286 3.0364 -0.052 0.050 0.036
H -0.0475 3.6527 1.9690 -0.041 0.000 0.015
H 3.2766 3.9734 3.0717 -0.008 0.016 0.014
H 5.7562 3.3799 2.2345 0.058 -0.011 0.001
H 5.7853 2.5496 0.6734 0.047 0.007 0.012
H 5.9793 1.6246 2.1654 0.033 0.008 -0.007
H 4.9139 -0.1648 0.7386 0.117 0.008 -0.037
H -0.9946 -2.0138 0.5906 -0.058 -0.033 0.012
H -0.6980 -3.1985 1.8703 -0.044 0.007 0.007
H -0.2881 -3.5924 0.2119 0.009 0.027 -0.043
H 1.9584 -3.8046 2.4613 -0.019 -0.007 0.018
H 4.4317 -3.0712 3.1886 0.030 -0.023 -0.010
H 4.7027 -1.3279 3.0967 0.055 -0.010 -0.001
H 5.2867 -2.3785 1.8017 0.033 0.000 0.027
H 0.3497 1.5459 -3.0129 0.000 0.033 -0.056
H 0.6497 0.0629 -3.9285 -0.036 0.014 0.009
H 1.3837 1.5764 -4.4536 -0.013 0.014 -0.003
H 3.9803 0.6028 -4.1929 0.007 -0.021 -0.023
H 6.2591 -0.1085 -2.9178 -0.003 -0.007 -0.011
H 5.9789 -1.0469 -1.4441 0.007 -0.013 -0.021
H 6.3090 0.6778 -1.3377 0.008 0.003 -0.002
C -2.7896 2.1229 2.2092 0.079 -0.151 0.034
C -1.8264 1.8555 1.0916 -0.143 -0.047 0.199
O -1.0746 0.8650 1.1498 0.505 0.500 -0.284
C -1.8075 2.8256 -0.0074 0.448 -0.031 -0.307
C -2.9182 3.6369 -0.2837 -0.096 -0.070 0.136
C -2.8802 4.5904 -1.2732 -0.051 0.083 -0.076
C -1.6979 4.8021 -1.9830 -0.067 -0.071 0.113
C -0.5842 4.0356 -1.7218 0.268 -0.254 0.001
C -0.6301 3.0108 -0.7660 -1.078 0.424 -0.040
O 0.4302 2.2536 -0.5813 0.089 1.814 -0.689
H -2.5238 1.5338 3.0834 0.036 -0.004 0.000
H -3.7821 1.8050 1.8865 -0.067 0.014 -0.006
H -2.8187 3.1832 2.4525 0.038 0.005 0.010
H -3.8325 3.4853 0.2744 -0.001 0.010 0.010
H -3.7575 5.1796 -1.4996 -0.015 0.002 0.048
H -1.6603 5.5704 -2.7434 0.045 0.001 -0.012
H 0.3438 4.1759 -2.2616 -0.012 0.041 -0.003
Cl -4.9297 -2.9302 -3.5372 -0.069 -0.052 0.005
C -3.5510 -2.1545 -2.8527 0.038 0.200 0.020
C -3.6858 -0.9142 -2.2451 -0.169 -0.203 -0.201
C -2.5843 -0.2826 -1.7083 0.705 0.098 0.169
C -1.3245 -0.8903 -1.7329 -1.230 -0.883 -0.787
O -0.2929 -0.2915 -1.1243 -2.098 -1.751 -2.144
C -1.1865 -2.1396 -2.3922 0.230 0.891 0.510
C 0.1383 -2.7757 -2.5543 0.018 -0.283 -0.159
O 1.1860 -2.3190 -2.1719 -0.038 -0.032 -0.042
C -2.3081 -2.7498 -2.9426 0.192 -0.080 0.003
H -4.6592 -0.4476 -2.1888 0.014 0.049 0.007
H -2.6961 0.6893 -1.2504 -0.016 0.000 0.074
H 0.1040 -3.7388 -3.1007 0.022 -0.020 0.036
H -2.2027 -3.6984 -3.4546 0.031 -0.019 0.018
O -4.3716 -0.1334 0.8720 -0.132 0.447 -0.200
S -3.3367 -1.1268 1.2617 -0.498 -0.756 0.676
C -3.2339 -1.1858 3.0676 0.229 -0.023 -0.347
C -1.9725 -1.2661 3.6394 -0.057 0.034 -0.052
C -1.8663 -1.4852 5.0065 0.032 0.004 0.116
C -3.0116 -1.5819 5.7834 0.020 0.027 -0.012
C -4.2666 -1.4249 5.2064 -0.049 -0.010 -0.062
C -4.3837 -1.2458 3.8377 -0.089 0.079 0.029
C -4.1735 -2.7281 1.1091 0.219 0.063 -0.103
C -3.7229 -3.8535 1.7861 -0.017 -0.077 -0.016
C -4.3774 -5.0611 1.6008 0.093 0.009 -0.001
C -5.4650 -5.1434 0.7410 -0.013 0.003 -0.039
C -5.9019 -4.0148 0.0640 0.014 -0.096 0.013
C -5.2512 -2.8027 0.2435 -0.018 0.171 -0.013
H -1.0901 -1.1488 3.0223 0.009 -0.045 0.013
H -0.8907 -1.5798 5.4652 0.007 0.009 -0.005
H -2.9337 -1.7799 6.8439 0.034 0.066 0.019
H -5.1542 -1.4614 5.8233 -0.016 -0.045 -0.002
H -5.3544 -1.1589 3.3650 -0.008 -0.016 -0.007
H -2.8895 -3.7908 2.4737 0.001 0.014 0.028
H -4.0365 -5.9388 2.1337 -0.019 -0.012 0.006
H -5.9704 -6.0896 0.6020 -0.018 0.001 0.002
H -6.7496 -4.0754 -0.6050 -0.007 0.008 -0.005
H -5.5884 -1.9064 -0.2602 -0.022 0.002 0.019
```
Forces are in eV/Å.

Mulliken population analysis, charges in e, atoms 1 to 5: -0.280 -0.927 0.891 -1.635 0.888

---

C17H32BBeCl4IK3N2O16PSiV | wB97M-V/def2-TZVPD

HOMO-LUMO gap   1.19 eV
E   -204957.0440 eV
Total charge   +1
Molecular weight   1036.279 g/mol
Highest occupied orbital energy   -0.301 hartree

```
80
Properties=species:S:1:pos:R:3:forces:R:3
C -2.4763 2.9748 1.6147 4.160 -5.208 1.611
C -1.7019 1.9143 1.5591 -2.653 3.870 -0.314
C -0.6911 0.6729 1.3147 -0.411 3.118 1.063
N -1.5232 -0.5810 1.2392 0.446 0.292 0.957
C -2.1889 -0.8301 -0.0973 -0.387 -1.277 -2.461
I -4.3681 -0.6359 0.2341 1.354 -0.175 -0.127
C -1.6365 0.1225 -1.2802 -0.104 0.349 2.178
Si -2.1959 -0.3833 -3.0506 -0.913 0.062 -2.283
C -3.5008 -1.7816 -3.1203 -0.983 -0.781 -0.399
C -0.7167 -0.9044 -4.1856 0.233 -0.918 0.320
C -3.0304 1.1753 -3.8671 -0.242 0.569 0.751
N -0.1136 0.1102 -1.1669 -0.873 0.105 2.000
C 0.3302 0.8945 0.0668 0.156 0.167 -0.925
C 0.3789 2.4499 -0.4283 0.082 0.257 -0.325
C 1.4440 2.6706 -1.6526 0.181 0.925 0.464
C 0.7228 3.0477 -3.0520 0.102 0.340 -0.005
C 1.6530 2.8035 -4.3482 -0.403 0.324 -0.480
O 2.3490 1.5117 -4.3368 -0.852 0.683 0.933
C 1.7813 0.3119 0.5005 0.697 -0.220 -0.262
B 2.7002 1.3399 1.3955 2.426 2.892 -0.723
O 2.3699 1.4495 2.8438 -0.503 6.839 -3.907
O 3.7584 2.1709 0.8883 -3.763 -1.396 1.685
H -3.1710 3.8401 1.9763 2.361 -2.263 0.087
H -0.0713 0.6028 2.3074 -1.203 0.213 -1.753
H -0.9406 -1.3989 1.5417 -1.519 1.021 -1.131
H -2.2883 -0.4830 1.9540 0.543 -0.409 -0.611
H -1.9373 -1.9357 -0.3785 -0.971 1.517 0.676
H -2.0797 1.1792 -1.0830 1.085 -1.570 -0.391
H -3.2094 -2.7545 -2.5851 -0.396 1.374 -0.591
H -4.5538 -1.4623 -2.7497 1.856 -0.491 -0.553
H -3.6375 -2.0423 -4.2478 0.324 0.469 1.827
H -1.1032 -1.2414 -5.2266 0.585 0.758 1.760
H -0.2816 -1.8671 -3.6913 -0.308 1.681 -0.964
H 0.0683 -0.0746 -4.2938 -1.070 -1.409 0.080
H -3.5246 0.8946 -4.8686 0.758 0.523 1.590
H -2.2869 2.0436 -4.0093 -1.139 -1.321 0.017
H -3.8298 1.5579 -3.1114 1.098 -0.576 -1.459
H 0.1489 -0.8816 -0.9928 -0.108 0.726 -0.516
H -0.6454 2.7941 -0.8590 1.554 -0.943 0.991
H 0.5821 3.1798 0.4564 -0.144 -1.397 -1.428
H 2.0469 3.6178 -1.3446 -0.743 -1.867 -0.602
H 2.1878 1.7957 -1.7566 -1.262 1.441 0.172
H 0.4820 4.1852 -2.9832 0.257 -1.995 -0.308
H -0.2768 2.4926 -3.1897 1.543 0.652 0.325
H 1.0382 2.8072 -5.3374 0.694 0.207 1.876
H 2.4130 3.6741 -4.4638 -0.992 -1.741 0.412
H 1.9122 0.9087 -3.6879 0.378 0.860 -0.784
H 2.3951 0.0467 -0.4506 -1.205 0.256 1.649
H 1.6611 -0.6722 1.1431 -0.073 1.283 -1.480
H 1.9101 2.3231 3.0046 1.441 -0.578 -0.138
H 3.9170 2.9411 1.5150 0.213 -0.848 -0.217
O -2.8281 -5.9361 1.1675 -0.783 -0.332 -0.851
P -3.1021 -4.4490 0.8856 0.476 0.247 0.338
O -4.6161 -4.1921 0.9616 -0.257 -0.460 -0.515
O -2.5970 -4.0945 -0.5262 -0.090 0.168 -0.269
O -2.3730 -3.5784 1.9240 1.723 1.415 0.703
K 2.0897 -0.3226 3.5624 -0.050 -6.252 3.395
Be -4.1344 4.2327 0.6430 -1.587 0.775 -1.747
C 6.9592 0.8182 5.3659 -0.109 0.359 0.217
Cl 7.1952 2.0823 4.1395 0.075 -0.107 0.136
Cl 8.2983 -0.3532 5.2791 -0.319 0.079 0.369
Cl 6.9217 1.5476 6.9842 0.053 -0.180 -0.444
Cl 5.4181 0.0126 5.0431 -0.008 0.056 0.463
C -7.3428 -4.1537 2.2711 0.383 -0.354 -0.051
O -7.0798 -5.3493 2.3327 -0.026 -0.207 -0.041
O -6.8215 -3.2663 2.9750 0.184 0.381 0.388
O -8.1758 -3.6403 1.4979 -0.391 0.177 -0.394
O 4.0451 4.3638 3.3369 0.819 0.182 0.561
V 5.2158 5.1803 4.3497 1.284 0.905 1.046
O 6.3886 5.9786 5.3575 -2.400 -1.776 -2.080
C 6.7069 -0.4736 1.9614 -0.843 0.427 -1.102
O 6.5056 -1.3536 2.8000 -0.176 -0.934 0.732
O 7.7910 -0.2882 1.3627 -0.421 -1.107 -2.363
O 5.8532 0.3714 1.5802 -1.961 0.436 0.409
K 0.0897 -2.9014 2.6837 -0.846 -1.827 0.090
K 9.4391 0.1803 2.5202 3.256 0.887 1.737
O -5.0013 -6.5884 -1.1819 -0.475 -0.458 -0.402
H -4.3817 -6.4049 -0.4305 0.804 0.582 0.976
H -5.9399 -6.5523 -0.8874 0.434 0.148 0.116
H -4.7932 -7.4442 -1.6174 -0.057 0.377 0.294
```
Forces are in eV/Å.

Mulliken population analysis, charges in e, atoms 1 to 5: -0.684 -0.624 0.833 1.263 -2.137

---

C2H5O2S2 | wB97M-V/def2-TZVPD

HOMO-LUMO gap   6.94 eV
E   -27921.4481 eV
Total charge   -1
Molecular weight   125.194 g/mol
Highest occupied orbital energy   -0.144 hartree

```
11
Properties=species:S:1:pos:R:3:forces:R:3
C -1.2275 -0.7060 1.2934 -1.303 0.562 1.665
S -2.1230 0.0409 -0.0584 0.458 -0.198 -1.267
S -1.4463 -1.2189 -1.5872 -0.683 -0.035 0.241
H -2.0443 -1.1919 1.8290 0.366 -0.939 0.035
H -0.9995 0.0815 2.0225 0.793 0.047 -0.569
H -0.3959 -1.3519 1.0465 0.118 0.295 -0.170
H -1.0076 -0.3021 -2.4421 0.341 0.337 0.010
O 2.6973 2.3340 -0.3804 -0.216 0.169 -0.434
C 2.2658 1.1733 -0.5470 0.961 0.190 1.174
O 1.4930 0.5307 0.1959 -0.407 -0.305 -0.439
H 2.7879 0.6104 -1.3722 -0.427 -0.124 -0.247
```
Forces are in eV/Å.

Mulliken population analysis, charges in e, atoms 1 to 5: -0.805 -0.057 -0.230 0.361 0.274

---

C13H17N3O5 | wB97M-V/def2-TZVPD

HOMO-LUMO gap   7.99 eV
E   -28450.2918 eV
Total charge   0
Molecular weight   295.295 g/mol
Highest occupied orbital energy   -0.336 hartree

```
38
Properties=species:S:1:pos:R:3:forces:R:3
C -1.5190 -1.5987 0.0015 -3.150 2.835 -3.176
C -0.9572 -0.1956 0.3767 -2.687 -1.857 5.649
C -2.9681 -1.8711 0.6200 -0.605 -1.482 0.376
C -4.0406 -0.9071 0.1798 -1.162 4.185 -4.877
C 0.0253 1.8462 0.0744 1.439 2.783 1.303
C -0.8083 3.1687 0.1537 -0.177 4.984 3.087
C 1.4269 2.3314 -0.5380 0.571 0.610 6.053
C 2.4481 1.2277 -0.1358 -2.283 2.457 -5.034
C 3.2124 1.1615 0.9087 1.062 -4.579 2.690
C 2.6373 0.3386 -1.1998 -0.278 -1.182 0.076
C 3.7765 -0.2051 1.0965 2.645 3.668 2.023
C 3.3116 -0.8476 -1.1197 0.640 1.032 0.174
C 3.9889 -1.0519 0.0806 -0.126 -2.617 -1.204
H -0.3839 -3.1583 -1.0960 -0.081 0.763 4.683
H 0.4158 -2.0836 1.3602 -3.343 -1.770 -2.942
H -1.6981 -1.6094 -1.1985 0.357 0.296 2.758
H -2.8926 -1.7112 1.7303 0.076 -0.698 -0.892
H -3.2059 -2.9743 0.2931 0.274 2.104 1.110
H -5.9001 -2.1961 -0.6805 3.015 3.276 2.762
H -6.2930 -0.5893 -1.0386 4.771 -0.619 3.518
H -0.6951 0.4826 -1.4736 0.083 0.029 -0.996
H 0.1553 1.6577 1.2363 -0.072 0.048 -2.598
H 1.6848 3.3592 -0.0139 -0.636 -2.214 -0.758
H 1.3213 2.5983 -1.5130 -0.014 0.072 -3.115
H 3.2052 1.8564 1.6919 0.167 0.832 1.074
H 2.1837 0.7632 -2.0400 -0.566 -0.494 -1.829
H 4.5204 -0.2151 1.9037 -0.557 -0.532 0.201
H 3.5971 -1.5667 -1.8578 -0.491 0.044 -0.931
H 5.0257 -2.5901 1.0195 -0.892 1.698 -4.249
H -2.4819 2.2462 -0.4050 -0.927 -2.993 0.371
N -0.8092 -2.7004 0.4665 5.807 -1.500 -1.501
N -5.4183 -1.1436 -0.2276 -4.977 -4.126 -3.787
N -0.4923 0.6189 -0.5171 0.886 2.559 0.281
O -1.0227 0.1301 1.6170 0.449 -1.608 -3.172
O -3.6818 0.2608 -0.1191 -0.110 -1.961 1.472
O -0.2504 4.2728 0.9132 -4.680 -7.638 -5.948
O 4.8037 -2.2238 -0.0062 -0.006 -0.055 5.189
O -2.2214 3.1186 -0.5435 5.579 3.649 2.159
```
Forces are in eV/Å.

Mulliken population analysis, charges in e, atoms 1 to 5: 0.612 0.038 -0.710 0.380 0.195